[1]
112
Properties=species:S:1:pos:R:3:forces:R:3:lowdin_charge:R:1 method="wB97M-V/def2-TZVPD" e_lumo_ev=0.50 smiles=COCCOC.COCCOC.COCCOC.COCCOC.COCCOC.COCCOC.COCCOC de_lowest_ev=9.838 charge=0
C -0.42348 -1.87316 -2.01980 -1.1 1.1 -0.5 -0.135
O -0.18284 -2.61883 -0.84782 1.8 0.4 -0.4 -0.150
C 1.24176 -2.86536 -0.70713 0.7 0.4 0.3 -0.163
C 2.27881 -1.68628 -0.87823 -1.4 1.6 0.4 -0.137
O 2.03149 -0.50697 -0.00703 -0.5 -1.3 -0.7 -0.218
C 2.57362 -0.63039 1.30597 0.7 -0.3 -1.6 -0.107
H -1.46653 -1.91498 -2.33347 -0.2 -0.9 0.2 0.073
H 0.18119 -2.08360 -2.90195 0.3 -0.6 0.2 0.094
H -0.37716 -0.79197 -1.88940 0.8 0.3 0.6 0.072
H 1.54961 -3.64609 -1.40268 0.0 0.0 -0.5 0.119
H 1.41543 -3.33689 0.26013 -0.4 0.2 0.3 0.109
H 2.24691 -1.24119 -1.87270 -0.5 -0.1 -0.1 0.106
H 3.32700 -1.98225 -0.83553 0.0 -0.6 0.7 0.111
H 3.64178 -0.47894 1.15046 0.4 0.0 0.6 0.080
H 2.43292 -1.64791 1.67063 -0.3 0.1 0.5 0.074
H 2.19385 0.16990 1.94111 -0.3 -0.3 0.0 0.064
C 3.03386 3.43098 1.67024 -0.9 0.3 0.5 -0.085
O 3.81626 3.20437 2.85046 -0.4 1.0 -0.3 -0.161
C 3.02515 2.79749 3.95330 0.7 -2.0 1.5 -0.214
C 2.28773 3.83800 4.81201 0.1 0.5 -1.2 -0.189
O 1.63594 3.36300 5.99768 0.9 -0.2 -1.4 -0.177
C 0.81509 4.37061 6.51773 0.3 0.8 0.7 -0.131
H 3.47568 3.96883 0.83142 1.3 -0.6 0.3 0.091
H 2.23517 4.14679 1.86472 -0.6 -0.3 0.4 0.069
H 2.62211 2.47494 1.34692 -0.1 0.0 -0.3 0.070
H 3.69267 2.21771 4.59077 0.6 0.4 0.3 0.124
H 2.36781 1.96680 3.69645 -0.8 0.2 -0.6 0.104
H 1.58990 4.24046 4.07772 -0.7 0.5 0.3 0.109
H 2.95524 4.66043 5.06917 0.3 0.0 0.1 0.129
H 1.24470 5.37170 6.48110 0.5 0.2 -0.6 0.081
H 0.78522 4.25894 7.60158 -0.8 -0.7 -0.1 0.095
H -0.13508 4.45323 5.99004 -0.3 -0.3 0.3 0.091
C -1.61670 -2.24920 -8.66686 -0.7 -0.1 0.7 -0.123
O -1.10503 -1.01178 -8.28124 0.5 1.9 0.6 -0.178
C -1.97229 -0.18362 -7.48168 -0.1 -0.4 1.0 -0.169
C -1.25010 0.84768 -6.59048 -1.4 1.6 -2.3 -0.279
O -0.64728 0.30810 -5.53494 2.7 -2.4 2.6 -0.186
C 0.00424 1.15876 -4.57456 -0.3 -0.6 -1.3 -0.052
H -0.85880 -2.89260 -9.11376 0.3 0.3 0.3 0.088
H -2.41556 -2.16751 -9.40392 -0.3 0.1 0.0 0.083
H -1.98363 -2.66618 -7.72900 -0.3 -0.9 -0.3 0.083
H -2.52689 -0.69511 -6.69498 -0.1 -1.2 -0.2 0.109
H -2.76046 0.27321 -8.08018 0.3 0.4 -0.3 0.124
H -1.95198 1.48931 -6.05776 -1.1 0.7 -1.3 0.127
H -0.64507 1.43423 -7.28186 0.7 0.4 0.3 0.128
H -0.66087 1.92811 -4.18234 -0.3 -0.1 0.2 0.087
H 0.83665 1.67941 -5.04798 0.2 0.0 0.0 0.089
H 0.36294 0.46357 -3.81552 0.0 0.4 0.1 0.073
C -6.54533 -4.41333 -6.55684 -1.1 -1.9 0.0 -0.155
O -6.96690 -3.43463 -5.67949 1.1 2.1 1.1 -0.180
C -5.89410 -2.60443 -5.15751 -0.3 -0.3 0.4 -0.172
C -6.45877 -1.60000 -4.11630 0.1 1.3 -0.6 -0.154
O -5.58515 -0.49235 -3.73402 1.2 -1.1 -0.4 -0.184
C -4.36760 -0.83954 -3.05702 -0.3 -0.2 1.6 -0.125
H -6.06037 -5.23138 -6.02420 0.5 0.0 0.1 0.085
H -5.97483 -4.19804 -7.46032 0.2 0.9 0.1 0.087
H -7.49021 -4.85479 -6.87374 0.0 -0.1 -0.4 0.089
H -5.35802 -2.17454 -6.00362 -0.2 0.7 0.0 0.120
H -5.12705 -3.18188 -4.64147 -0.1 -0.6 0.1 0.112
H -6.86011 -2.08194 -3.22480 0.3 -0.4 0.1 0.122
H -7.29699 -1.04457 -4.53697 -0.1 -0.2 -0.3 0.122
H -3.77662 -0.00271 -2.68477 -0.5 0.9 -0.9 0.077
H -3.61652 -1.50310 -3.48558 -0.5 -0.2 -1.0 0.067
H -4.58658 -1.26334 -2.07695 -0.5 -0.7 0.1 0.082
C -0.86511 1.47822 0.86759 0.3 -0.1 0.2 -0.106
O -1.48331 2.22350 1.90164 -0.7 0.8 -0.2 -0.206
C -1.30064 3.64184 1.84016 -0.4 0.5 -2.0 -0.148
C -1.96009 4.36304 0.50866 0.9 -2.8 1.4 -0.213
O -1.66915 5.70501 0.33642 -1.1 0.4 0.8 -0.168
C -2.56603 6.59805 1.05731 1.3 0.3 0.0 -0.077
H -1.45744 1.39992 -0.04406 -0.4 -0.2 0.1 0.082
H -0.65175 0.50189 1.30273 -0.2 -0.1 -0.3 0.080
H 0.09497 1.86372 0.52445 0.3 0.5 0.3 0.081
H -0.21981 3.74358 1.74236 0.2 0.8 0.3 0.096
H -1.73405 4.14026 2.70724 0.3 -0.5 0.3 0.112
H -3.01629 4.09598 0.47357 -0.3 0.3 0.1 0.123
H -1.48851 3.74646 -0.25654 0.0 0.6 -0.6 0.100
H -1.87976 7.39888 1.33261 -0.4 0.3 0.0 0.086
H -3.00169 6.23624 1.98865 0.3 -0.7 0.0 0.082
H -3.40823 6.99065 0.48752 0.2 -0.2 -0.6 0.083
C 5.04876 -2.27134 3.39274 -0.3 -0.8 -0.6 -0.065
O 5.62063 -3.28751 2.53068 2.8 1.3 1.5 -0.212
C 4.85070 -4.00303 1.62637 -1.3 1.0 -0.1 -0.220
C 5.53154 -4.73252 0.41620 0.4 2.1 1.2 -0.132
O 6.03730 -3.77152 -0.57562 -1.0 -0.9 0.5 -0.213
C 7.15521 -2.96426 -0.15862 -0.6 -0.9 -0.1 -0.084
H 4.19404 -2.68993 3.92410 -0.4 0.1 -0.2 0.081
H 4.81327 -1.34133 2.87531 -0.4 -0.2 -0.5 0.066
H 5.70133 -1.91176 4.18833 0.8 -0.8 -0.3 0.086
H 4.19814 -3.24699 1.18970 -0.5 -0.2 -0.6 0.093
H 4.22513 -4.61856 2.27282 -0.3 -0.9 -0.6 0.124
H 4.69592 -5.31425 0.02705 0.3 0.2 -0.7 0.117
H 6.30417 -5.42502 0.75028 0.3 0.1 -0.1 0.117
H 6.84914 -2.30522 0.65383 0.4 -0.2 0.2 0.077
H 7.50123 -2.35902 -0.99650 -0.4 -0.1 -0.2 0.084
H 7.95001 -3.67472 0.06864 0.3 0.4 0.6 0.088
C 1.05744 -1.53604 5.34543 0.3 -0.2 -1.3 -0.119
O -0.16925 -0.84458 5.36546 0.0 -0.1 1.0 -0.220
C -0.61429 0.03273 4.31150 0.7 0.7 1.8 -0.125
C -1.04524 1.39274 5.02456 0.1 -0.5 -0.7 -0.138
O -2.31040 1.33002 5.75042 2.2 0.8 -1.0 -0.166
C -2.35659 0.34414 6.74555 -1.9 -0.7 0.4 -0.142
H 2.00139 -1.02096 5.16721 -0.2 1.4 -0.1 0.067
H 1.05529 -2.22716 4.50256 -0.1 -0.7 0.1 0.077
H 1.29410 -2.03228 6.28662 -0.9 -0.2 0.1 0.088
H -1.44221 -0.42959 3.77401 -0.1 0.1 0.1 0.125
H 0.23365 0.13363 3.63406 -0.1 0.6 -0.3 0.094
H -1.03857 2.20808 4.30119 -1.3 -0.3 -0.6 0.092
H -0.23736 1.84189 5.60221 0.2 -1.1 1.0 0.099
H -3.22215 0.57071 7.36810 -0.1 0.5 0.1 0.080
H -1.54483 0.18431 7.45520 0.6 0.3 -0.6 0.092
H -2.68647 -0.58312 6.27710 0.6 -0.5 0.1 0.084

***

[2]
119
Properties=species:S:1:pos:R:3:forces:R:3:lowdin_charge:R:1 method="wB97M-V/def2-TZVPD" spin_multiplicity=2 s2=0.754 e_lumo_ev="0.22 / 0.22" charge=0
C -0.94619 0.68704 -2.83493 0.7 0.7 0.6 -0.075
C -0.82579 1.85557 -1.81061 -0.8 -0.7 0.2 -0.240
C -0.64336 1.36602 -0.36439 0.6 0.6 -0.2 -0.570
Cl -1.62293 2.43580 0.73974 -0.1 -0.3 0.1 0.621
C 0.84158 1.38070 0.14820 -1.1 -1.0 -0.1 -0.491
O 1.21110 2.74157 0.27949 0.6 0.0 -0.1 -0.031
C 1.68487 0.66162 -0.92803 -0.1 0.0 0.7 -0.046
C 3.02901 0.07409 -0.43914 1.1 1.0 -1.5 -0.445
C 4.02730 1.25294 -0.24063 0.0 -0.7 1.0 -0.010
C 3.62547 -0.75276 -1.60290 -0.4 0.5 0.0 -0.019
N 2.87628 -0.74543 0.77100 -1.7 0.0 -0.4 -0.092
O 2.41083 -1.92363 0.52148 0.4 0.0 0.1 -0.020
C 2.15860 -0.09548 1.90095 -0.1 -0.5 1.9 -0.428
C 3.04614 0.89082 2.70590 0.2 0.4 -1.3 -0.023
C 1.75312 -1.21509 2.90474 0.0 0.8 0.3 -0.031
C 0.84659 0.60858 1.49055 0.5 0.5 -0.3 -0.063
H 0.03664 0.53739 -3.28781 -0.3 -0.2 -0.3 0.062
H -1.70277 0.95230 -3.57052 0.2 -0.2 -0.2 0.038
H -1.22574 -0.23926 -2.32224 -0.1 0.1 -0.1 0.063
H -1.78280 2.38152 -1.84386 0.2 0.2 0.0 0.075
H -0.02924 2.55592 -2.06386 -0.1 0.0 0.0 0.114
H -1.06184 0.36532 -0.25051 0.0 0.1 0.0 0.070
H 1.47732 2.90617 1.18812 -0.1 0.0 0.0 0.082
H 1.91619 1.39541 -1.70398 -0.1 -0.1 -0.1 0.138
H 1.07377 -0.12902 -1.37397 0.1 0.0 0.1 0.108
H 4.51995 1.45532 -1.18938 -0.1 0.2 0.0 0.091
H 3.55704 2.13832 0.18394 0.1 0.0 -0.3 0.064
H 4.79551 0.92727 0.47007 0.1 0.1 -0.3 0.085
H 3.13874 -1.71576 -1.73586 0.3 -0.1 0.2 0.061
H 3.41833 -0.17061 -2.51004 0.1 -0.1 0.1 0.096
H 4.71109 -0.82050 -1.51945 -0.2 -0.4 0.1 0.048
H 2.68737 1.02758 3.72264 0.1 -0.3 -0.2 0.049
H 4.09723 0.59819 2.64313 -0.1 -0.1 0.3 0.087
H 2.97739 1.87421 2.22150 0.3 -0.1 0.2 0.068
H 0.84107 -1.73115 2.60641 0.3 -0.3 -0.2 0.071
H 1.52156 -0.69952 3.84333 -0.1 -0.1 -0.1 0.066
H 2.57989 -1.89531 3.10834 -0.1 -0.1 -0.2 0.088
H 0.62856 1.33389 2.28214 -0.1 -0.2 0.0 0.098
H 0.02535 -0.11051 1.50510 0.1 0.0 -0.2 0.097
C -5.91197 0.90364 -5.23142 0.1 -0.1 0.2 -0.279
S -4.83622 2.14688 -4.51803 0.0 -0.1 0.0 0.819
O -3.42832 1.73178 -4.78322 -0.1 0.0 0.0 -0.563
C -5.18016 1.72974 -2.79980 0.0 -0.1 0.1 -0.266
H -5.81879 0.95632 -6.31388 0.0 0.1 0.0 0.056
H -5.60449 -0.08435 -4.88482 0.1 0.0 0.0 0.065
H -6.94685 1.10232 -4.95037 0.3 0.0 -0.1 0.006
H -4.92377 0.68493 -2.61733 0.0 0.0 -0.1 0.053
H -6.23596 1.90490 -2.59104 0.0 0.0 0.0 0.047
H -4.57061 2.37316 -2.16695 0.0 0.0 0.0 0.043
C 0.56910 3.77844 6.09952 0.1 0.0 0.0 -0.266
S -0.03442 2.13848 5.69046 -0.1 0.0 0.0 0.852
O 0.86947 1.60011 4.62713 -0.1 0.1 0.1 -0.563
C -1.53765 2.65017 4.85408 -0.1 -0.5 0.0 -0.277
H 1.53324 3.66154 6.59223 0.0 -0.1 0.0 0.049
H 0.68161 4.36549 5.19058 -0.1 0.0 0.0 0.046
H -0.13444 4.26436 6.77413 0.0 0.0 0.0 0.056
H -1.29005 3.29072 4.01852 0.1 0.0 0.0 0.013
H -2.18576 3.17179 5.55424 0.0 0.1 0.0 0.053
H -2.03191 1.74709 4.49418 0.1 -0.1 0.1 0.048
C -0.18199 -3.76154 -5.18259 -0.1 -0.1 0.0 -0.272
S 0.90141 -2.52109 -4.45706 0.0 0.0 0.1 0.796
O 2.29922 -2.97952 -4.67836 -0.1 0.0 0.0 -0.553
C 0.48038 -2.90200 -2.74840 -0.1 0.0 0.0 -0.262
H -0.04715 -3.73274 -6.26196 0.0 0.0 0.0 0.047
H 0.08593 -4.74828 -4.80418 0.1 0.0 0.0 0.056
H -1.21783 -3.52568 -4.93731 0.0 0.0 0.0 0.053
H 0.70366 -3.94901 -2.54192 0.0 0.0 0.0 0.064
H -0.57857 -2.69770 -2.58373 0.0 0.0 0.0 0.050
H 1.08047 -2.26750 -2.10015 0.0 0.0 0.0 0.013
C -3.23089 7.32959 3.61063 0.0 0.1 0.0 -0.265
S -2.21046 5.88841 3.27467 0.0 0.1 0.0 0.818
O -1.59055 5.48856 4.57180 0.0 0.4 0.0 -0.568
C -0.94710 6.75319 2.33518 0.1 0.1 0.0 -0.254
H -4.06745 7.01099 4.22918 0.0 -0.1 0.0 0.050
H -2.64374 8.07814 4.14255 0.0 0.0 0.0 0.059
H -3.60538 7.73414 2.67045 0.0 0.0 0.0 0.055
H -0.50899 7.54010 2.94946 0.0 0.0 0.0 0.060
H -1.39247 7.17390 1.43395 0.0 0.0 0.0 0.058
H -0.18236 6.02993 2.05812 -0.1 -0.1 0.0 0.050
C 7.86524 -2.71287 0.68487 0.0 0.0 0.0 -0.282
S 8.06991 -1.97307 -0.93658 -0.1 0.0 0.0 0.823
O 6.81667 -1.22559 -1.23686 0.2 0.0 0.0 -0.562
C 7.98855 -3.51645 -1.85566 0.0 -0.1 0.0 -0.265
H 7.84259 -1.90922 1.41933 0.0 0.0 -0.1 0.054
H 6.92577 -3.26601 0.71841 0.0 0.0 -0.1 0.057
H 8.70223 -3.37603 0.89511 0.0 0.0 0.0 0.023
H 7.04175 -4.01513 -1.64804 0.0 0.1 0.0 0.059
H 8.82635 -4.15177 -1.56749 0.0 0.0 0.0 0.054
H 8.05383 -3.27969 -2.91571 0.0 0.1 0.0 0.048
C -11.20124 0.01648 -6.20451 0.0 -0.1 0.0 -0.268
S -10.15039 1.28341 -5.48220 0.0 0.0 0.0 0.834
O -8.73853 0.88158 -5.75225 -0.5 0.0 0.0 -0.564
C -10.49262 0.86306 -3.76740 0.0 -0.1 0.1 -0.268
H -11.09916 0.07507 -7.28606 0.0 0.0 0.0 0.051
H -10.88218 -0.96629 -5.85758 0.0 0.0 0.0 0.060
H -12.23803 0.20348 -5.92494 0.0 0.0 0.0 0.053
H -10.22126 -0.17658 -3.58337 0.0 0.0 -0.1 0.060
H -11.55045 1.02424 -3.56022 0.0 0.0 0.0 0.053
H -9.89424 1.51687 -3.13599 0.0 0.0 0.0 0.048
C 6.74505 -6.41278 2.93696 0.0 -0.1 0.0 -0.265
S 8.08494 -5.29424 3.36886 0.0 0.0 0.0 0.805
O 9.00581 -5.24594 2.19959 0.0 -0.1 0.1 -0.559
C 8.85227 -6.37630 4.58292 0.0 -0.1 0.1 -0.271
H 6.15678 -5.94301 2.15111 0.0 0.0 0.0 0.048
H 7.15664 -7.35517 2.57543 0.1 0.0 0.0 0.059
H 6.11651 -6.57984 3.81165 0.0 0.0 0.0 0.054
H 9.12231 -7.32109 4.11126 0.0 0.0 -0.1 0.058
H 8.15861 -6.54498 5.40673 0.0 0.0 0.0 0.053
H 9.74705 -5.88141 4.95439 0.0 0.0 0.0 0.050
C -5.10456 -1.09842 1.72015 0.0 0.0 0.1 -0.266
S -3.92802 -1.05691 0.35954 0.1 0.0 -0.1 0.774
O -4.31060 -2.14286 -0.58407 0.0 0.0 0.1 -0.554
C -2.52248 -1.65182 1.31297 0.0 0.0 0.1 -0.269
H -6.07551 -0.79793 1.33154 0.0 0.0 -0.1 0.048
H -5.16592 -2.11021 2.12145 0.0 0.0 0.0 0.058
H -4.78779 -0.39828 2.49352 0.0 0.0 0.0 0.052
H -2.75690 -2.62625 1.74205 0.0 0.0 0.0 0.063
H -2.28814 -0.93273 2.09930 0.0 0.0 0.0 0.052
H -1.67231 -1.74422 0.63854 0.0 0.0 0.0 0.041